# 1
The following is a DFT calculation (ωB97M-V/def2-TZVPD) of C17H30F6MnO7 as an isolated structure.

Properties
* highest occupied orbital energy (alpha / beta): -7.80 / -8.27 eV
* ⟨S²⟩: 8.753
* multiplicity: 6
* frontier orbital gap (alpha / beta): 8.14 / 8.61 eV

Cartesian coordinates (Å):
Mn  -10.23273  34.00281  -7.65237
C  -7.87308  36.06409  -6.67763
O  -6.99551  34.93242  -6.56931
O  -8.95643  35.63631  -7.32285
C  -7.83768  36.83586  -5.30471
F  -6.70174  37.44110  -4.95549
F  -8.79963  37.77991  -5.27024
F  -8.12454  35.97542  -4.28348
C  -5.59263  35.25895  -6.59269
C  -4.93194  33.87787  -6.31968
H  -5.36139  33.51042  -5.39180
H  -5.15937  33.25347  -7.18354
H  -3.84668  33.93720  -6.23218
H  -5.20049  35.89056  -5.79383
H  -5.29224  35.72812  -7.53071
H  -7.41625  36.92593  -7.20866
C  -10.98648  31.25715  -7.16133
O  -9.71662  31.75169  -6.73298
O  -11.52631  32.31638  -7.78609
C  -10.76722  29.94322  -8.00965
F  -11.81460  29.54554  -8.74869
F  -9.70714  30.05466  -8.82258
F  -10.46873  28.90862  -7.18469
C  -9.26129  31.31568  -5.45584
C  -8.27347  32.34553  -4.91030
H  -7.94741  32.15197  -3.88558
H  -7.37705  32.28819  -5.52370
H  -8.75576  33.32129  -4.85191
H  -8.71977  30.36579  -5.50259
H  -10.05015  31.12339  -4.72293
H  -11.60831  30.96858  -6.30255
C  -12.26644  33.99697  -3.69664
C  -11.53214  34.92921  -4.62390
O  -11.12453  34.48304  -5.67462
C  -11.52269  36.41247  -4.26003
H  -13.30214  33.95701  -4.03916
H  -12.33959  34.49947  -2.72856
H  -11.77953  33.03383  -3.57742
H  -10.89963  36.80331  -5.06457
H  -11.01064  36.52236  -3.30454
H  -12.55321  36.74581  -4.16338
C  -10.14101  31.90686  -11.02875
C  -9.08714  32.80219  -10.42404
O  -9.25528  33.45531  -9.40896
C  -7.91162  33.20028  -11.28888
H  -10.59617  32.52787  -11.80410
H  -10.79107  31.59851  -10.21673
H  -9.59057  31.13904  -11.57127
H  -8.10296  34.12961  -11.83058
H  -7.74720  32.45225  -12.06383
H  -7.05899  33.41728  -10.64808
C  -11.88158  35.44169  -11.20004
C  -12.18762  35.69258  -9.75959
O  -11.57493  35.15378  -8.86396
C  -13.42736  36.46653  -9.36302
H  -11.68619  36.25588  -11.89316
H  -12.66463  34.82293  -11.64898
H  -11.03727  34.74805  -11.18482
H  -13.90755  35.81661  -8.62843
H  -14.13294  36.57383  -10.18537
H  -13.20668  37.39959  -8.84845

Cartesian forces (eV/Å) of the 6 atoms listed first:
0.2 -0.1 0.9
1.1 0.3 -1.4
1.2 1.6 0.3
-0.8 0.5 1.3
-2.2 -1.9 1.0
0.2 0.0 -0.6

# 2
The following is a DFT calculation (ωB97M-V/def2-TZVPD) of a 2-piece molecular cluster, C17H30FN3O3 overall.

Properties
* highest occupied orbital energy: -7.07 eV
* energy relative to the best compared isomer or geometry (same formula, charge and spin): 0.0000 eV
* frontier orbital gap: 6.40 eV

Cartesian coordinates (Å):
C  -2.97777  0.27608  0.59249
C  -1.83232  0.53298  0.38310
N  -0.53220  0.83433  0.12592
C  0.30963  1.17436  1.28380
C  1.11598  0.00597  1.91043
C  0.98296  -1.37677  1.25502
C  0.20577  -2.38100  2.11050
C  1.06661  -3.01585  3.19410
O  1.59221  -4.22778  2.69771
C  1.99685  -5.15161  3.68581
C  3.44360  -4.97681  4.11660
C  -0.06040  0.81284  -1.11917
N  1.23862  1.07505  -1.39655
C  1.32923  2.42539  -2.07027
C  0.35556  2.41274  -3.24449
C  -0.33571  1.07575  -3.41884
N  -0.92685  0.58224  -2.15273
C  -1.36151  -0.83360  -2.21958
C  -2.86582  -0.98055  -2.43404
F  -3.11146  -1.41732  -3.73174
H  -3.99096  0.13795  0.88065
H  0.96720  1.98995  0.99905
H  -0.36606  1.59330  2.02113
H  2.16551  0.29612  1.90742
H  0.84213  -0.05810  2.96101
H  0.56156  -1.34083  0.25300
H  1.98570  -1.78670  1.13218
H  -0.67957  -1.91642  2.54606
H  -0.13918  -3.19736  1.47686
H  0.50631  -3.17296  4.11901
H  1.89224  -2.33359  3.44148
H  1.35090  -5.09634  4.56722
H  1.86455  -6.14849  3.26769
H  3.57317  -4.10804  4.75966
H  3.75554  -5.85859  4.67533
H  4.10013  -4.88861  3.25408
H  1.85672  0.95784  -0.60404
H  2.35885  2.61331  -2.35019
H  0.98411  3.18112  -1.36457
H  -0.34160  3.24044  -3.12587
H  0.90147  2.58013  -4.17057
H  -1.11517  1.16018  -4.17106
H  0.38342  0.33371  -3.78254
H  -1.08871  -1.35659  -1.30599
H  -0.87729  -1.31982  -3.06491
H  -3.28352  -1.72644  -1.75873
H  -3.37068  -0.02957  -2.28565
C  -2.51183  5.99936  -1.66780
C  -1.47560  5.14015  -2.40940
O  -1.82434  4.60721  -3.48545
O  -0.34921  5.02627  -1.85340
H  -3.45374  6.03641  -2.21260
H  -2.68730  5.58574  -0.67276
H  -2.12772  7.01281  -1.54435

Cartesian forces (eV/Å) of the 6 atoms listed first:
-0.2 0.1 0.4
0.2 -0.1 -0.3
0.2 -0.4 0.4
0.1 -0.1 0.4
0.1 0.1 -0.3
0.2 -0.3 0.4

# 3
The following is a DFT calculation (ωB97M-V/def2-TZVPD) of C17H30KO15 as an isolated structure.

Properties
* highest occupied orbital energy: -12.35 eV
* net charge: +1
* energy relative to the best compared isomer or geometry (same formula, charge and spin): 0.0000 eV
* frontier orbital gap: 10.22 eV

Cartesian coordinates (Å):
K  0.06509  -1.14357  -0.26859
C  -1.82066  1.78664  -3.53623
C  -2.65281  0.59828  -2.96476
C  -3.27475  -0.27583  -4.05572
O  -2.41133  -1.41909  -4.09550
C  -1.61424  -1.39131  -3.06186
O  -0.83487  -2.27444  -2.77076
O  -1.77230  -0.28331  -2.32110
H  -1.36532  2.33072  -2.73934
H  -2.40783  2.53808  -4.10358
H  -1.01388  1.50569  -4.21869
H  -3.39481  1.00834  -2.29878
H  -3.30796  0.35771  -4.95571
H  -4.31588  -0.47962  -3.88190
C  -2.78634  4.24232  3.37969
C  -3.25404  3.31548  2.21207
C  -3.51372  3.88315  0.82094
O  -2.85168  2.96681  0.02078
C  -2.10599  2.14346  0.64415
O  -1.39317  1.32421  0.10172
O  -2.13004  2.46708  1.91728
H  -1.76776  4.53183  3.31764
H  -2.87854  3.89633  4.37639
H  -3.39677  5.12665  3.35798
H  -4.07606  2.69489  2.50850
H  -3.08490  4.80999  0.64384
H  -4.61588  3.86803  0.56255
C  2.46253  -3.05341  -4.16301
O  3.45614  -2.70742  -3.26390
C  3.22636  -2.85700  -1.97885
O  1.97748  -3.11047  -1.41479
O  4.25963  -2.57844  -1.18912
C  4.05801  -2.71987  0.22465
H  1.52420  -2.49823  -4.03199
H  2.24399  -4.07963  -3.90105
H  2.85109  -3.00296  -5.19734
H  4.95462  -2.27703  0.72030
H  3.82897  -3.72703  0.46755
H  3.17321  -2.11422  0.53445
C  -1.58920  -0.86537  3.05152
O  -0.43337  -1.36523  2.38324
C  -0.08517  -2.60953  2.57140
O  -0.41779  -3.34710  3.73217
O  0.67621  -3.12482  1.61854
C  1.25491  -4.43793  1.64835
H  -2.54695  -1.07056  2.56006
H  -1.54033  0.22247  2.87903
H  -1.58064  -1.07445  4.07116
H  0.46723  -5.21478  1.74071
H  1.96031  -4.61631  2.43677
H  1.73378  -4.53770  0.62668
C  4.38771  0.87985  -0.18278
O  3.64845  1.85751  0.56230
C  2.50467  1.60928  1.17582
O  1.70010  0.56923  0.77839
O  2.23608  2.47539  2.06096
C  1.11979  2.32212  2.90308
H  3.90637  0.62642  -1.12943
H  4.68155  -0.03052  0.36014
H  5.33587  1.34817  -0.46267
H  1.24795  3.00079  3.75957
H  1.05713  1.32251  3.11943
H  0.23556  2.65774  2.33764

Cartesian forces (eV/Å) of the 6 atoms listed first:
0.2 0.1 -0.4
-0.6 0.0 -0.6
0.5 1.8 -1.5
0.0 1.7 -0.3
-1.3 0.4 -1.3
1.4 -1.5 1.1

# 4
The following is a DFT calculation (ωB97M-V/def2-TZVPD) of a 2-piece molecular cluster, C17H30N2O9S overall.

Properties
* SMILES string: C[C@@]1(C(=O)O)OC[C@H]2OC[C@H](O)[C@@H](O)[C@H]2O1.CNC(=O)[C@H](CCSC)NC(C)=O
* highest occupied orbital energy: -8.55 eV
* energy relative to the best compared isomer or geometry (same formula, charge and spin): 0.0000 eV
* frontier orbital gap: 8.93 eV

Cartesian coordinates (Å):
O  4.91678  -3.70175  1.99385
O  -2.57986  -0.05712  2.20001
O  4.25084  0.63067  2.95919
O  -3.17942  -2.13039  2.88442
O  -4.70237  -2.36348  0.51018
O  -3.03754  1.71187  -3.88632
O  -5.27456  -0.99363  -2.74078
O  -1.98214  1.11087  -1.33293
O  -4.05494  -0.14783  -0.10124
S  1.12219  1.90300  -0.94102
C  5.11139  -2.59890  1.50915
C  -3.30093  -1.04051  2.08177
C  4.70217  0.60870  1.81849
N  5.64429  1.46225  1.39336
N  4.09660  -1.75999  1.31041
C  1.12689  3.69752  -0.71166
C  6.51634  -2.19626  1.10435
C  6.25384  2.51045  2.21143
C  -5.69209  -0.45643  1.62265
C  -4.60296  -0.15515  -3.69585
C  -5.27411  -2.44197  -0.81064
C  2.69183  1.48190  -0.15577
C  -4.42041  -1.02291  0.99112
C  -3.74049  0.87260  -2.96576
C  -4.40059  -1.74347  -1.87124
C  -2.70537  0.15145  -2.10778
C  -3.37160  -0.84406  -1.15766
C  2.76694  0.01629  0.28365
C  4.16272  -0.39115  0.78118
H  -2.43121  -1.93527  3.46842
H  -2.33408  2.17525  -3.39015
H  -2.41163  1.19089  -0.45548
H  5.95507  1.38014  0.43860
H  3.20388  -2.08864  1.64407
H  1.99404  4.12916  -1.21135
H  0.21630  4.11551  -1.14119
H  1.16191  3.93082  0.35280
H  7.19022  -3.02126  1.33107
H  6.82448  -1.32034  1.67023
H  6.54541  -1.99445  0.03623
H  6.00071  3.49118  1.80637
H  5.89149  2.45553  3.24061
H  7.33821  2.39305  2.21869
H  -5.49103  0.52471  2.06309
H  -6.47668  -0.34205  0.87069
H  -6.05344  -1.12534  2.40888
H  -3.98255  -0.76013  -4.36498
H  -5.34497  0.36669  -4.30770
H  -6.26887  -1.98506  -0.79841
H  -5.40344  -3.49268  -1.08564
H  3.49840  1.69816  -0.85675
H  2.81297  2.11562  0.72377
H  -4.38430  1.48338  -2.32340
H  -3.86308  -2.49793  -2.45552
H  -2.01382  -0.38529  -2.76636
H  -2.58141  -1.47531  -0.73384
H  2.49576  -0.61998  -0.56039
H  2.03854  -0.13889  1.08163
H  4.82966  -0.38009  -0.08057

Cartesian forces (eV/Å) of the 6 atoms listed first:
-0.1 -0.1 0.1
-1.1 -1.6 -0.1
0.2 -0.1 -0.6
-0.6 0.7 -1.0
0.9 0.5 0.0
-0.1 -0.1 0.1

Number 1: largest force on an atom 0.060 Eh/bohr. Number 2: largest force on an atom 0.020 Eh/bohr. Number 3: largest force on an atom 0.194 Eh/bohr. Number 4: largest force on an atom 0.041 Eh/bohr.